C17H29Cl2F2KN5Na2O9P | wB97M-V/def2-TZVPD

Values from the calculation:
E_HOMO = -4.750 eV
frontier orbital gap = 1.59 eV
F_max = 0.0638 Eh/bohr

Positions of all 68 atoms, in Å:
K  -4.014  -2.466  -6.044
Cl  3.882  0.836  2.523
Cl  -2.715  -0.266  2.272
P  0.364  -2.585  1.829
Na  -0.879  -2.069  -7.821
Na  -3.139  -4.606  1.081
F  -0.599  -1.890  -3.417
F  -3.432  0.746  -1.248
O  2.716  1.415  5.519
O  -0.576  4.122  -8.410
O  -1.034  -3.086  2.189
O  0.222  -1.886  0.481
O  1.348  -3.750  1.825
O  1.063  3.501  -6.992
O  0.850  -1.543  2.820
O  -1.094  3.666  -6.364
O  -1.220  -2.974  -5.181
N  5.305  0.813  4.717
N  4.595  -1.271  3.798
N  -1.283  3.450  5.255
N  2.940  -2.855  3.370
N  3.432  -2.167  5.529
C  -2.292  3.467  4.303
C  4.219  0.140  4.111
C  3.137  -0.828  6.109
C  -3.781  -2.821  -1.092
C  2.946  0.136  4.980
C  -3.711  -1.509  -0.657
C  -0.091  3.739  -7.230
C  3.640  -2.139  4.208
C  -3.417  -2.152  -3.355
C  -3.631  -3.155  -2.435
C  -0.441  2.400  4.963
C  -0.911  1.760  3.862
C  0.412  4.239  -9.435
C  -0.678  3.256  -5.050
C  -2.084  2.418  3.444
C  -3.496  -0.532  -1.618
C  -3.351  -0.830  -2.954
H  -1.564  3.235  -4.425
H  0.032  3.967  -4.637
H  2.455  1.899  4.727
H  -0.238  2.263  -5.075
H  -1.153  -2.818  -6.202
H  -0.477  0.885  3.408
H  2.061  -0.132  4.416
H  0.897  3.283  -9.614
H  -0.120  4.554  -10.326
H  1.156  4.986  -9.169
H  -3.291  -2.403  -4.388
H  3.982  -0.508  6.692
H  -3.187  -0.028  -3.662
H  -0.714  -2.095  -4.406
H  -3.807  -1.214  0.383
H  3.260  -3.087  2.446
H  1.990  -3.105  3.587
H  4.981  1.551  5.325
H  -0.898  -3.853  -4.931
H  -2.707  2.179  2.606
H  2.728  -2.846  5.765
H  -3.690  -4.188  -2.754
H  -1.184  4.089  6.018
H  2.290  -0.864  6.760
H  -3.961  -3.625  -0.389
H  5.863  0.169  5.248
H  0.409  2.138  5.568
H  -3.069  4.211  4.337
H  4.752  -1.370  2.808